ORCA calculation (ωB97M-V/def2-TZVPD) on 2 unconnected molecules or ions with the total composition C6H11O2.

Atoms and positions in Å:
1 C 1.62724 0.01705 -1.04210
2 C 1.26593 0.06942 0.40565
3 C 1.91303 0.77689 1.32598
4 C 1.37581 1.00913 2.71202
5 H 2.60892 0.46309 -1.23425
6 H 1.63448 -1.03030 -1.35355
7 H 0.86690 0.51125 -1.64839
8 H 0.30927 -0.39737 0.61548
9 H 2.79756 1.34135 1.02171
10 H 0.31544 0.75561 2.75901
11 H 1.91405 0.42619 3.46891
12 H 1.48648 2.06328 2.98932
13 O -0.90261 -1.49306 -1.09410
14 C -1.90851 -0.76567 -0.89139
15 O -2.00298 0.13065 -0.01964
16 C -3.10784 -0.96106 -1.83037
17 H -3.99791 -0.55917 -1.34008
18 H -2.93029 -0.35907 -2.72669
19 H -3.26496 -1.99819 -2.11753

Cartesian forces (eV/Å) of the 3 atoms listed first:
0.46 -0.44 0.11
-0.22 0.60 -0.14
-0.26 0.15 -0.23

As for the total charge: -1. The calculation puts the relative energy (zero: lowest compared OMol25 entry of this formula, charge and spin) at 0.673 eV. The value obtained for the orbital gap is 0.2968 hartree. The total energy comes out at -385.73590 a.u.

Here are the natural (NBO) charges for atoms 1 to 2, given in e:
1. C -0.64
2. C -0.14